Entry from OMol25: a structure of composition C31H49NO3P2PdS at a distorted geometry (ωB97M-V/def2-TZVPD).

Structure (XYZ):
```
88
Properties=species:S:1:pos:R:3:mulliken_spin:R:1
Pd 0.12963 1.60343 -0.90561 0.635
C 1.75734 1.16739 1.14297 0.344
C 1.11294 2.42388 0.94312 0.303
C -0.31496 1.08676 2.17826 0.263
C 0.87240 0.37645 1.92034 0.106
C -0.20676 2.34387 1.54424 0.317
C 3.19236 0.97199 0.83760 0.074
H 3.46405 1.45274 -0.10704 0.006
H 3.51289 -0.07240 0.76735 0.004
H 3.81328 1.45555 1.60532 0.012
C 1.21152 -0.90290 2.56129 0.014
H 2.24006 -1.21325 2.30004 -0.008
H 0.52383 -1.73130 2.29953 -0.005
H 1.16365 -0.77897 3.63986 0.033
C -1.45971 0.60734 2.99560 0.023
H -1.25438 0.67418 4.07398 0.025
H -1.72468 -0.43698 2.82445 0.004
H -2.34033 1.22403 2.82228 0.001
C -1.16663 3.47202 1.56388 0.008
H -0.83284 4.30878 2.19496 0.010
H -2.15554 3.15234 1.91035 0.001
H -1.26814 3.85848 0.54303 0.015
C 1.70243 3.57505 0.25301 0.001
H 2.26326 4.21761 0.93275 0.016
H 0.90740 4.14871 -0.21961 0.000
H 2.36915 3.21297 -0.53625 0.012
C 0.26796 0.92652 -3.14179 0.145
C 1.25143 1.75095 -2.54268 -0.033
C 1.47052 3.20023 -3.15144 0.024
C 0.47357 4.26364 -2.70184 -0.015
C -0.74466 3.73696 -1.94951 0.057
C -1.67626 2.96145 -2.56617 0.034
C -1.58630 2.55792 -3.99270 0.035
C -0.58341 1.37211 -4.29304 0.027
H 1.49677 3.20319 -4.26537 -0.001
H 0.15024 4.84176 -3.59437 -0.001
H 2.49000 3.51433 -2.85086 0.002
H 0.02638 1.70577 -5.16462 0.010
H 0.31515 -0.15363 -2.95897 0.067
H 2.20096 1.28009 -2.20207 -0.026
H -1.17991 0.51319 -4.67177 0.008
H -2.59597 2.24823 -4.31807 0.004
H -2.67495 2.88577 -2.13878 -0.015
H -1.30839 3.40380 -4.65916 0.002
H 0.99623 4.98752 -2.04950 -0.002
H -1.01972 4.32831 -1.06208 0.025
P 1.53539 -1.47862 -1.29522 0.211
C 2.36717 -2.61829 -0.10187 0.040
H 2.35239 -3.64738 -0.48872 0.009
H 1.85434 -2.65289 0.86193 -0.012
H 3.39351 -2.27010 0.09690 -0.004
C 0.43261 -2.66979 -2.15348 0.052
H 0.88907 -3.66406 -2.21893 0.007
H 0.14657 -2.30983 -3.14796 -0.003
H -0.49327 -2.79057 -1.58344 -0.008
C 2.91134 -1.23714 -2.50283 0.035
H 2.60254 -0.61435 -3.36485 -0.006
H 3.30634 -2.18103 -2.86824 0.011
H 3.72238 -0.66078 -2.02693 -0.003
P -1.98683 -0.17707 -0.79602 0.084
C -3.14869 1.15585 -0.25804 0.007
H -4.10707 1.01045 -0.77307 0.000
H -2.74204 2.14898 -0.49438 -0.003
H -3.28227 1.12369 0.84125 -0.001
C -2.54956 -0.57140 -2.49367 0.009
H -2.32048 0.25693 -3.17405 -0.007
H -3.61848 -0.75695 -2.47350 0.000
H -2.03300 -1.46473 -2.87563 0.001
C -2.73878 -1.57710 0.11641 0.015
H -3.79418 -1.63681 -0.19929 0.001
H -2.69052 -1.47454 1.20516 -0.003
H -2.24331 -2.52792 -0.09144 -0.003
O -2.34526 -2.37634 3.35649 0.231
C -1.79588 -3.39238 2.88029 -0.019
N -0.72660 -3.32767 2.03334 0.686
S -0.29411 -4.75736 1.33900 -0.043
O 0.96014 -5.29741 1.79957 0.076
O -0.52943 -4.72522 -0.09519 0.070
C -1.56628 -5.63506 2.21833 0.014
C -1.88159 -6.98079 2.06992 -0.008
C -3.03967 -7.43601 2.69685 0.012
C -3.84034 -6.55229 3.43610 0.026
C -3.46890 -5.21856 3.60803 -0.020
C -2.26921 -4.78890 3.04548 -0.007
H -1.23336 -7.61606 1.49051 -0.001
H -3.33141 -8.48268 2.60456 0.000
H -4.76727 -6.90370 3.88841 0.000
H -4.10027 -4.48207 4.10877 0.000
```

Output
⟨S²⟩: 6.0420
2S+1: 5
E_HOMO (spin up / spin down): -13.485 / -13.349 eV
net charge: +2
molecular weight: 684.2 u
Kohn-Sham gap (spin up / spin down): 0.3099 / 0.1641 Ha
ΔE to the lowest compared entry with this formula, charge and spin: 12.8 kcal/mol